Entry 1:
{
  "formula": "C22H16Cl3N2O2S2Yb",
  "method": "ωB97M-V/def2-TZVPD",
  "species": ["Yb", "Cl", "Cl", "Cl", "S", "S", "O", "O", "N", "N", "C", "C", "C", "C", "C", "C", "C", "C", "C", "C", "C", "C", "C", "C", "C", "C", "C", "C", "C", "C", "C", "C", "H", "H", "H", "H", "H", "H", "H", "H", "H", "H", "H", "H", "H", "H", "H", "H"],
  "xyz": [[11.92, 9.52, 10.87], [9.09, 13.21, 10.52], [11.90, 9.82, 7.77], [9.04, 13.64, 5.06], [16.23, 9.91, 13.08], [14.40, 10.22, 10.96], [10.94, 7.73, 11.22], [10.73, 10.92, 9.96], [12.31, 9.27, 13.11], [13.64, 9.46, 13.49], [17.03, 7.56, 14.17], [7.94, 6.63, 13.06], [14.55, 9.75, 12.63], [18.43, 5.31, 13.23], [17.07, 5.31, 13.41], [10.32, 8.09, 13.56], [9.55, 12.70, 8.96], [19.10, 6.48, 13.63], [8.18, 7.13, 14.35], [10.89, 11.23, 7.69], [8.85, 6.90, 12.06], [10.40, 11.64, 8.92], [9.59, 12.88, 6.54], [9.16, 13.35, 7.79], [11.60, 8.66, 14.01], [16.33, 6.41, 13.84], [10.49, 11.82, 6.50], [18.40, 7.56, 14.11], [10.06, 7.64, 12.22], [9.34, 7.86, 14.53], [12.19, 8.40, 15.36], [16.34, 8.87, 14.55], [12.28, 9.36, 15.91], [10.87, 11.43, 5.53], [8.52, 14.23, 7.85], [18.92, 8.48, 14.33], [20.18, 6.60, 13.56], [18.95, 4.46, 12.80], [7.46, 7.00, 15.16], [15.24, 6.42, 13.84], [9.55, 8.26, 15.51], [11.63, 7.71, 15.98], [8.67, 6.50, 11.08], [7.07, 6.02, 12.81], [16.50, 4.40, 13.19], [13.20, 8.05, 15.30], [15.32, 8.79, 14.88], [16.94, 9.39, 15.27]],
  "nbo_charge": [2.048, 0.045, 0.050, 0.008, 0.324, -0.393, -0.871, -0.907, -0.465, -0.429, -0.010, -0.162, -0.044, -0.230, -0.182, -0.240, -0.123, -0.187, -0.278, -0.101, -0.278, 0.349, -0.054, -0.214, 0.373, -0.229, -0.229, -0.230, 0.374, -0.094, -0.693, -0.564, 0.251, 0.245, 0.242, 0.208, 0.213, 0.222, 0.220, 0.216, 0.198, 0.230, 0.220, 0.220, 0.208, 0.259, 0.253, 0.231],
  "s2": 0.751,
  "lumo_ev": [-0.43, -0.45],
  "max_force_ev_per_a": 2.17,
  "e_homo_ev": [-8.382, -8.380],
  "orbital_gap_ev": [7.95, 7.93],
  "multiplicity": 2
}



Entry 2:
{
  "formula": "C23H22N5O5S2Tl",
  "method": "ωB97M-V/def2-TZVPD",
  "species": ["Tl", "S", "S", "O", "O", "O", "O", "O", "N", "N", "N", "N", "N", "C", "C", "C", "C", "C", "C", "C", "C", "C", "C", "C", "C", "C", "C", "C", "C", "C", "C", "C", "C", "C", "C", "C", "H", "H", "H", "H", "H", "H", "H", "H", "H", "H", "H", "H", "H", "H", "H", "H", "H", "H", "H", "H", "H", "H"],
  "xyz": [[-0.75, 0.82, 0.47], [-3.44, 0.40, 1.33], [1.23, 1.42, 2.41], [2.04, 1.84, 3.53], [1.76, 0.20, 1.72], [-2.13, 2.87, 0.61], [1.05, 2.48, 1.38], [-0.19, 1.08, 2.85], [-0.54, -1.91, 1.43], [-1.90, -0.07, -2.23], [0.58, -1.37, -1.24], [-2.45, 2.82, 1.88], [1.43, 1.27, -1.37], [-3.22, 0.04, -2.28], [-3.44, -2.01, -3.47], [0.18, -1.23, -2.63], [-4.04, -0.90, -2.89], [-1.32, -1.15, -2.77], [-0.49, -1.84, 2.75], [-3.11, 1.72, 2.37], [1.24, -3.50, 1.47], [4.09, 2.02, -1.36], [2.38, 0.35, -1.25], [3.73, 0.69, -1.25], [-2.28, 3.82, 4.02], [1.78, 2.55, -1.45], [-2.06, -2.14, -3.41], [0.41, -2.58, 3.51], [1.28, -3.43, 2.86], [0.23, -2.68, -0.71], [3.09, 2.98, -1.45], [-3.41, 1.73, 3.75], [-3.02, 2.76, 4.56], [0.32, -2.71, 0.80], [1.99, -1.09, -1.03], [-2.00, 3.80, 2.68], [-3.64, 0.91, -1.79], [-3.25, 2.74, 5.61], [2.62, -1.74, -1.67], [0.43, -2.47, 4.58], [-1.90, 4.62, 4.63], [-4.04, -2.77, -3.95], [2.22, -1.30, 0.01], [-5.11, -0.77, -2.90], [4.48, -0.09, -1.14], [-1.56, -2.99, -3.84], [2.01, -4.01, 3.41], [0.61, -0.31, -3.01], [3.32, 4.03, -1.50], [-3.93, 0.87, 4.14], [-1.17, -1.14, 3.21], [-1.39, 4.53, 2.16], [-0.80, -2.90, -0.99], [5.13, 2.31, -1.34], [0.56, -2.07, -3.24], [0.87, -3.47, -1.14], [0.96, 3.26, -1.48], [1.92, -4.13, 0.92]],
  "nbo_charge": [1.080, -0.234, 2.557, -1.020, -1.086, -0.587, -1.070, -1.098, -0.436, -0.410, -0.401, 0.011, -0.461, 0.063, -0.172, -0.257, -0.266, 0.218, 0.102, 0.029, -0.266, -0.156, 0.256, -0.252, -0.262, 0.100, -0.264, -0.250, -0.160, -0.249, -0.269, -0.232, -0.182, 0.213, -0.281, 0.047, 0.220, 0.208, 0.163, 0.216, 0.219, 0.208, 0.278, 0.216, 0.207, 0.210, 0.204, 0.244, 0.211, 0.224, 0.229, 0.238, 0.220, 0.205, 0.159, 0.160, 0.200, 0.205],
  "s2": 0.759,
  "lumo_ev": [2.59, 1.71],
  "max_force_ev_per_a": 0.29,
  "e_homo_ev": [-3.733, -4.771],
  "total_charge": -1,
  "orbital_gap_ev": [6.32, 6.48],
  "multiplicity": 2
}



Entry 3:
{
  "formula": "C24H58O8SSi4",
  "method": "ωB97M-V/def2-TZVPD",
  "species": ["S", "Si", "Si", "Si", "Si", "O", "O", "O", "O", "O", "O", "O", "O", "C", "C", "C", "C", "C", "C", "C", "C", "C", "C", "C", "C", "C", "C", "C", "C", "C", "C", "C", "C", "C", "C", "C", "C", "H", "H", "H", "H", "H", "H", "H", "H", "H", "H", "H", "H", "H", "H", "H", "H", "H", "H", "H", "H", "H", "H", "H", "H", "H", "H", "H", "H", "H", "H", "H", "H", "H", "H", "H", "H", "H", "H", "H", "H", "H", "H", "H", "H", "H", "H", "H", "H", "H", "H", "H", "H", "H", "H", "H", "H", "H", "H"],
  "xyz": [[-0.36, -0.72, 2.15], [-3.77, 7.11, 1.02], [-1.94, 4.65, 0.56], [-2.44, -4.52, -1.42], [-4.23, -5.34, -3.82], [7.70, 0.78, 0.55], [7.47, 0.54, 2.80], [-3.06, -4.56, -2.95], [-0.21, -0.91, 3.56], [-0.34, 0.82, 1.79], [-3.30, 5.59, 0.59], [1.00, -1.12, 1.42], [-1.41, -1.41, 1.49], [-2.83, 8.39, 0.04], [4.50, -2.22, -0.81], [-1.06, -3.28, -1.33], [6.13, 2.18, 1.70], [6.08, -1.48, 2.39], [1.05, 1.22, 1.76], [-5.91, -5.01, -3.08], [-0.63, 5.44, -0.51], [-1.26, 4.45, 2.29], [7.17, 1.10, 1.60], [7.44, -0.90, 2.79], [-3.92, -7.19, -3.82], [-3.46, 7.39, 2.85], [2.99, -2.10, -1.08], [-4.22, -4.73, -5.58], [-5.60, 7.32, 0.69], [-1.78, -6.20, -0.94], [2.88, 0.06, 0.33], [2.42, -0.69, -0.93], [-2.34, 2.96, -0.13], [-3.77, -4.03, -0.20], [6.17, -2.28, 1.09], [1.92, -0.03, 1.51], [4.81, -2.78, 0.59], [-3.26, -4.92, -6.06], [-2.93, 8.21, -1.03], [-2.58, -6.94, -0.88], [-1.44, 2.35, -0.14], [8.19, -1.24, 2.08], [-2.39, 7.38, 3.07], [-4.23, -3.08, -0.48], [-2.72, 3.03, -1.15], [1.21, 2.09, 1.14], [-4.56, -4.78, -0.14], [-3.94, 6.62, 3.45], [-5.91, 8.33, 0.97], [6.69, -1.67, 0.36], [2.96, 1.12, 0.07], [-5.82, 7.18, -0.37], [-1.28, -6.15, 0.03], [-4.41, -3.66, -5.63], [1.29, 1.55, 2.77], [-2.91, -7.41, -4.18], [-0.65, -3.26, -0.32], [-0.42, 3.75, 2.29], [7.76, -1.24, 3.77], [-6.19, 6.60, 1.26], [-4.99, -5.24, -6.15], [-1.01, 5.64, -1.51], [-0.29, 6.39, -0.09], [-3.86, 8.36, 3.15], [4.93, -1.22, -0.88], [6.83, -3.12, 1.30], [1.34, -0.77, -0.93], [5.33, -0.70, 2.34], [0.24, 4.78, -0.60], [2.68, -0.10, -1.81], [-0.91, 5.40, 2.70], [-6.70, -5.45, -3.70], [-1.76, 8.37, 0.29], [-4.64, -7.69, -4.46], [2.81, -2.39, -2.12], [5.23, 1.77, 2.16], [-0.25, -3.54, -2.02], [4.02, -2.49, 1.29], [4.85, -3.86, 0.51], [-2.02, 4.06, 2.97], [6.51, 2.95, 2.36], [5.78, -2.13, 3.21], [5.93, 2.59, 0.72], [-1.05, -6.56, -1.68], [3.87, -0.23, 0.67], [2.50, -0.16, 2.42], [-3.21, 9.39, 0.25], [-1.41, -2.28, -1.58], [-4.02, -7.60, -2.81], [-3.08, 2.46, 0.48], [2.44, -2.82, -0.49], [4.97, -2.86, -1.55], [-6.00, -5.45, -2.08], [-3.34, -3.91, 0.80], [-6.10, -3.94, -2.99]],
  "mulliken_charge": [0.819, 0.431, 0.369, 0.221, 0.418, -0.579, -0.422, -0.324, -0.604, -0.150, -0.458, -0.218, -0.464, -1.008, -0.950, -0.799, -0.823, -0.069, -0.669, -1.012, -1.025, -0.722, 0.783, -0.783, -1.010, -1.014, -0.719, -1.040, -1.036, -1.040, 0.744, -1.210, -0.740, -1.007, -0.898, 0.071, -0.573, 0.283, 0.280, 0.299, 0.069, 0.381, 0.298, 0.291, 0.360, 0.401, 0.320, 0.283, 0.303, 0.417, 0.501, 0.285, 0.399, 0.283, 0.267, 0.280, 0.119, 0.117, 0.408, 0.286, 0.304, 0.290, 0.318, 0.385, 0.423, 0.404, 0.321, -0.126, 0.384, 0.497, 0.348, 0.383, 0.292, 0.382, 0.351, 0.101, 0.309, 0.353, 0.515, 0.290, 0.366, 0.451, 0.305, 0.287, -0.797, 0.313, 0.384, 0.373, 0.296, 0.267, 0.323, 0.505, 0.298, 0.402, 0.279],
  "lumo_ev": 0.23,
  "max_force_ev_per_a": 1.61,
  "e_homo_ev": -9.863,
  "orbital_gap_ev": 10.09,
  "multiplicity": 1
}



Asked for E_tot across the records above, the calculation gives -4443.68256; -2508.53305; -3107.63688 a.u. in order.